No. 1
16
Properties=species:S:1:pos:R:3 method="wB97M-V/def2-TZVPD" e_above_lowest_ev=4.288 lumo_energy_ev=0.14 homo_ha=-0.3760 spin_multiplicity=1 smiles="C=C(C)C(=O)O.OO" total_energy_ev=-12464.872 orbital_gap_ev=10.37
C 0.781 -0.669 -1.303
C 0.748 -0.463 0.025
C 1.927 0.042 0.795
C -0.530 -0.714 0.730
O -1.591 -1.016 0.207
O -0.431 -0.529 2.054
H 1.684 -0.494 -1.879
H -0.086 -1.028 -1.852
H 1.639 0.843 1.484
H 2.693 0.457 0.130
H 2.382 -0.770 1.370
H -1.342 -0.668 2.386
O -1.873 1.910 -0.623
O -2.511 0.927 -1.490
H -1.060 2.016 -1.150
H -2.431 0.156 -0.884

---

No. 2
17
Properties=species:S:1:pos:R:3 method="wB97M-V/def2-TZVPD" e_above_lowest_ev=3.051 lumo_energy_ev=-0.12 homo_ha=-0.4002 spin_multiplicity=1 smiles="CS(=O)(=O)[C@@]1(CO)CO1" total_energy_ev=-23299.016 orbital_gap_ev=10.77
C -0.259 -2.155 0.255
S -1.058 -0.694 -0.524
O -1.232 -0.888 -1.920
O -2.204 -0.414 0.267
C 0.190 0.585 -0.276
C 0.517 1.040 1.069
O -0.467 1.758 1.896
C 0.978 1.059 -1.421
O -0.120 1.870 -1.448
H -0.536 -2.142 1.303
H -0.617 -3.054 -0.269
H 0.782 -1.896 0.395
H 1.367 1.651 1.031
H 0.894 0.151 1.599
H -1.291 1.404 1.532
H 1.999 1.330 -1.152
H 1.056 0.395 -2.337

---

No. 3
18
Properties=species:S:1:pos:R:3 method="wB97M-V/def2-TZVPD" e_above_lowest_ev=0.000 total_charge=-2 lumo_energy_ev="6.05 / 6.11" homo_ha="0.0048 / 0.0376" spin_multiplicity=1 total_energy_ev=-34135.084 orbital_gap_ev="5.92 / 5.09"
C 1.341 -1.187 0.872
C -1.486 0.759 -0.924
C 0.003 -1.146 0.158
C -0.516 0.293 0.144
O 2.665 2.015 -1.432
O -2.434 0.051 1.815
O 0.994 1.114 -2.991
O -0.292 0.582 2.961
S 1.744 0.945 -1.644
S -1.204 0.902 1.817
H 1.778 -2.177 0.846
H 1.999 -0.597 0.226
H 1.320 -0.709 1.878
H -1.090 0.737 -1.976
H -1.761 1.736 -0.565
H -2.430 0.104 -0.923
H -0.826 -1.777 0.659
H 0.194 -1.645 -0.921

---

No. 4
18
Properties=species:S:1:pos:R:3 method="wB97M-V/def2-TZVPD" e_above_lowest_ev=0.293 lumo_energy_ev=0.47 homo_ha=-0.3003 spin_multiplicity=1 total_energy_ev=-16560.927 orbital_gap_ev=8.64
O -1.463 -0.700 0.377
C -0.622 -0.267 1.131
O 0.300 -1.028 1.777
C -0.625 1.227 1.572
O 0.600 1.782 1.111
O -1.646 1.872 0.992
H 0.319 -2.027 1.500
H -0.661 1.301 2.706
H 0.392 2.724 1.073
H -2.284 1.196 0.638
O 0.054 -1.612 -2.945
C -0.023 -0.458 -2.207
C 0.772 -0.265 -1.130
O 1.572 -1.383 -0.652
H 0.680 -2.216 -2.444
H -0.663 0.249 -2.604
H 0.832 0.663 -0.600
H 2.466 -1.060 -0.293

---

No. 5
15
Properties=species:S:1:pos:R:3 method="wB97M-V/def2-TZVPD" e_above_lowest_ev=1.348 total_charge=-1 s_squared=0.758 lumo_energy_ev="3.70 / 2.69" homo_ha="-0.1305 / -0.1283" spin_multiplicity=2 total_energy_ev=-27994.428 orbital_gap_ev="7.25 / 6.18"
C -0.820 0.944 -0.885
C -1.878 1.974 -0.535
O -2.810 2.369 -1.193
C -0.518 0.142 0.375
S 0.870 0.994 1.102
S 2.164 -0.923 -1.001
C 1.947 -2.031 0.615
H 0.059 1.305 -1.372
H -1.198 0.281 -1.669
H -1.887 2.302 0.544
H -1.185 0.235 1.293
H -0.686 -0.910 0.175
H 1.412 -1.594 1.443
H 1.524 -2.991 0.337
H 3.004 -2.096 0.770

---

No. 6
15
Properties=species:S:1:pos:R:3 method="wB97M-V/def2-TZVPD" e_above_lowest_ev=0.621 lumo_energy_ev=0.69 homo_ha=-0.3281 spin_multiplicity=1 smiles="CSSCCC=O" total_energy_ev=-27995.080 orbital_gap_ev=9.62
C 0.674 2.416 -2.010
S -0.039 0.730 -2.149
S -1.212 0.575 -0.490
C -0.047 0.026 0.772
C 0.092 -1.495 0.895
C -0.914 -2.293 1.690
O -2.047 -2.438 1.325
H -0.101 3.073 -2.361
H 1.020 2.601 -1.002
H 1.507 2.448 -2.709
H -0.420 0.434 1.721
H 0.929 0.499 0.733
H -0.016 -1.902 -0.116
H 1.117 -1.779 1.155
H -0.543 -2.893 2.547

---

No. 7
17
Properties=species:S:1:pos:R:3 method="wB97M-V/def2-TZVPD" e_above_lowest_ev=3.893 lumo_energy_ev=-0.37 homo_ha=-0.2923 spin_multiplicity=1 total_energy_ev=-49660.426 orbital_gap_ev=7.58
C -1.753 -1.901 -0.482
C 0.723 -1.413 -0.335
C 0.458 2.075 0.368
C 1.416 1.565 -0.651
O 0.847 3.206 1.064
S -1.941 -2.646 -1.980
S -2.499 -2.629 0.902
S 1.080 -1.354 1.294
S 0.861 -0.122 -1.397
H 0.289 1.277 1.067
H -0.538 2.420 -0.043
H 2.351 1.393 0.007
H 1.737 2.156 -1.590
H 1.110 3.866 0.548
H -2.516 -3.884 -1.854
H -2.463 -1.452 1.536
H 0.837 -2.557 1.547

---

No. 8
14
Properties=species:S:1:pos:R:3 method="wB97M-V/def2-TZVPD" e_above_lowest_ev=2.170 lumo_energy_ev=0.76 homo_ha=-0.2901 spin_multiplicity=1 total_energy_ev=-71668.238 orbital_gap_ev=8.65
C -0.347 -1.984 -0.160
C 1.537 0.503 -0.047
C 0.064 1.016 -0.111
C -0.753 -0.061 0.634
O -0.620 -2.831 0.583
Se -2.673 0.164 0.280
H 0.153 -1.935 -1.205
H 1.556 -0.554 -0.482
H 1.971 0.581 0.959
H 2.323 1.060 -0.704
H -0.264 1.382 -1.069
H 0.035 1.932 0.534
H -0.475 -0.227 1.732
H -2.506 0.955 -0.946